One molecule with the formula C3H8N4S at a distorted geometry. Source: the OMol25 dataset; level of theory: the ωB97M-V functional and the def2-TZVPD basis.

Computed properties:
Calculated total energy = -20032.347 eV
HOMO-LUMO gap = 9.219 eV
Spin multiplicity = 1
SMILES string = [H]/N=C(\NN=C)N(C)S

Geometry (Å):
H (-1.39762, -1.61099, -0.86612)
N (-0.52846, -1.61949, -0.22193)
C (0.10361, -0.50063, -0.08289)
N (-0.19499, 0.60398, -0.76357)
N (-1.25196, 0.72349, -1.67298)
C (-1.52430, 1.85929, -2.31204)
N (1.14390, -0.45416, 0.92449)
C (1.13870, -1.65941, 1.76077)
S (1.55719, 1.12543, 1.29017)
H (0.27948, 1.61148, -0.52561)
H (-0.83715, 2.74403, -2.03818)
H (-2.21115, 1.69305, -3.25124)
H (1.00927, -2.34614, 0.98256)
H (0.03221, -1.82243, 2.14317)
H (2.12205, -1.74758, 2.32104)
H (0.55922, 1.40008, 2.31236)

=====

One molecule with the formula C3H8N4S at a distorted geometry. Source: the OMol25 dataset; level of theory: the ωB97M-V functional and the def2-TZVPD basis.

Computed properties:
Calculated total energy = -20035.742 eV
HOMO-LUMO gap = 9.129 eV
Spin multiplicity = 1
SMILES string = [H]/N=C/N(C)C(=S)NN

Geometry (Å):
H (2.59453, -1.83519, 0.00080)
N (1.63647, -1.48611, 0.00311)
C (1.63439, -0.21408, -0.00538)
N (0.49913, 0.57546, 0.00109)
C (0.69859, 2.02857, 0.00088)
C (-0.82854, 0.10576, -0.00183)
S (-2.12776, 1.15821, -0.00274)
N (-0.99073, -1.22718, 0.00073)
N (-2.24162, -1.84040, -0.00359)
H (2.55779, 0.38768, -0.01333)
H (0.23888, 2.46901, 0.89671)
H (0.22744, 2.46373, -0.89622)
H (1.76495, 2.23450, 0.00809)
H (-0.16990, -1.84742, -0.02012)
H (-2.73168, -1.49381, -0.79020)
H (-2.76194, -1.47874, 0.82197)

=====

A 3-piece molecular cluster, C3H8N5 overall at a distorted geometry. Source: the OMol25 dataset; level of theory: the ωB97M-V functional and the def2-TZVPD basis.

Computed properties:
Net charge = +1
Calculated total energy = -10679.518 eV
HOMO-LUMO gap = 10.495 eV
Spin multiplicity = 1

Geometry (Å):
C (-2.13204, 3.21176, 0.91257)
C (1.56886, -2.56317, -0.96152)
C (-2.66922, 2.56521, 1.76687)
N (-1.03125, 0.43569, -1.02041)
N (1.24047, -1.54735, -0.56688)
N (1.90400, -3.80702, -1.20203)
N (0.35824, 0.53699, 0.73184)
N (-0.69251, 0.95042, 0.02922)
H (-1.80470, 3.86570, 0.18549)
H (-0.25384, -0.10338, -1.33686)
H (-2.90191, 1.95133, 2.53943)
H (2.58701, -4.27141, -0.56228)
H (1.55412, -4.29708, -2.00449)
H (0.55950, 0.93319, 1.63787)
H (0.84854, -0.24327, 0.25619)
H (-1.37092, 1.76584, 0.51357)

=====

An isolated ion of composition C3H8N5 and charge +1 at a distorted geometry. Source: the OMol25 dataset; level of theory: the ωB97M-V functional and the def2-TZVPD basis.

Computed properties:
Net charge = +1
Calculated total energy = -10678.276 eV
HOMO-LUMO gap = 9.446 eV
Spin multiplicity = 1
SMILES string = [H]/N=N/N=[N+]=NC(C)C

Geometry (Å):
H (1.61586, 1.29868, -2.51787)
N (1.48289, 0.70619, -1.66540)
N (2.20708, 0.51750, -0.75278)
N (2.52634, 0.04177, 0.22777)
N (1.67188, -1.29946, 0.85504)
N (0.58686, -1.05236, 0.97636)
C (-0.71483, -0.55582, 0.82640)
C (-1.02816, -0.81904, -0.62025)
C (-0.90042, 0.90160, 1.01983)
H (-1.29979, -1.13800, 1.40803)
H (-2.02397, -0.31987, -0.85971)
H (-0.98483, -1.90617, -0.78892)
H (-0.32472, -0.26536, -1.32220)
H (-0.56341, 1.21364, 1.93725)
H (-1.95391, 1.08843, 1.02765)
H (-0.29687, 1.58826, 0.24879)

=====

An isolated ion of composition C3H8N5O and charge +1 at a distorted geometry. Source: the OMol25 dataset; level of theory: the ωB97M-V functional and the def2-TZVPD basis.

Computed properties:
Net charge = +1
Calculated total energy = -12729.716 eV
HOMO-LUMO gap = 9.494 eV
Spin multiplicity = 1
SMILES string = N[C@@]1(C(=[NH2+])O)CNN=N1

Geometry (Å):
N (-0.46647, -1.50513, -1.09825)
C (-0.02056, -0.34718, -0.41496)
C (-1.19641, 0.48269, 0.01424)
N (-1.30794, 1.74698, -0.17470)
O (-2.23523, -0.06301, 0.54839)
C (0.98838, -0.64450, 1.04892)
N (2.05872, 0.19833, 0.61317)
N (1.90267, 0.84824, -0.58790)
N (0.82512, 0.56288, -1.14678)
H (-0.46885, -1.15988, -2.01995)
H (0.07070, -2.37507, -1.07732)
H (-0.60651, 2.40469, -0.62632)
H (-2.17725, 2.13716, 0.22747)
H (-2.21373, -1.02339, 0.36202)
H (0.40730, -0.28917, 1.92224)
H (1.48866, -1.54231, 1.27446)
H (2.95140, 0.56868, 1.13526)

=====

One molecule with the formula C3H8N6 at a distorted geometry. Source: the OMol25 dataset; level of theory: the ωB97M-V functional and the def2-TZVPD basis.

Computed properties:
Calculated total energy = -12174.670 eV
HOMO-LUMO gap = 8.972 eV
Spin multiplicity = 1
SMILES string = [H]/N=C1/CN(N)C(NN)=N1

Geometry (Å):
H (3.33886, -1.68315, -0.68674)
N (3.23921, -0.82044, -0.08187)
C (1.97821, -0.44261, 0.15563)
C (1.39639, 0.96122, 0.46833)
N (0.00887, 0.78132, 0.06762)
N (-0.61964, 1.88188, -0.33341)
C (-0.21255, -0.50105, -0.21039)
N (-1.50341, -0.90195, -0.45304)
N (-2.57981, -0.98163, 0.37188)
N (0.73852, -1.31438, -0.10468)
H (1.83522, 1.68381, -0.27939)
H (1.57072, 1.12162, 1.62590)
H (-0.50856, 2.04077, -1.50646)
H (-1.77236, 1.52868, 0.05974)
H (-1.34672, -1.91925, -1.11857)
H (-2.39341, -1.44948, 1.50582)
H (-3.16953, 0.01465, 0.51964)

=====

A 2-piece molecular cluster, C3H8NO overall at a distorted geometry. Source: the OMol25 dataset; level of theory: the ωB97M-V functional and the def2-TZVPD basis.

Computed properties:
Net charge = -1
Calculated total energy = -6777.058 eV
HOMO-LUMO gap = 7.155 eV
Spin multiplicity = 1

Geometry (Å):
C (-0.98119, -0.75717, -1.32570)
O (-0.83496, -1.04549, 0.00357)
C (-1.36639, 0.73060, -1.53354)
H (-1.78924, -1.37034, -1.77975)
H (-0.00303, -0.91725, -1.84837)
H (-1.40523, 0.96712, -2.61506)
H (-0.61258, 1.36841, -1.07943)
H (-2.38317, 0.84775, -1.15840)
C (1.65024, 0.00384, 1.27350)
N (1.88496, 1.03045, 1.98538)
H (2.46437, -0.32637, 0.62555)
H (0.65155, -0.43280, 1.11713)
H (1.03509, 1.33941, 2.45229)

=====

A 2-piece molecular cluster, C3H8NO overall at a distorted geometry. Source: the OMol25 dataset; level of theory: the ωB97M-V functional and the def2-TZVPD basis.

Computed properties:
Net charge = -1
Calculated total energy = -6777.229 eV
HOMO-LUMO gap = 6.320 eV
Spin multiplicity = 1

Geometry (Å):
C (1.09366, 0.14659, 2.09522)
O (1.23686, -0.93183, 1.22659)
H (1.27512, -0.22142, 3.10535)
H (0.14420, 0.67343, 2.01124)
H (1.81175, 0.97492, 1.94415)
C (-0.58308, 0.70977, -2.30700)
C (-1.08873, -0.06445, -1.30933)
N (-0.53789, -1.18276, -0.80819)
H (0.26700, 0.40597, -2.92374)
H (-1.07671, 1.60011, -2.69153)
H (-1.85559, 0.46929, -0.72997)
H (-1.16662, -1.66996, -0.17207)
H (0.48003, -0.90965, 0.55929)

=====

An isolated ion of composition C3H8NO and charge -1 at a distorted geometry. Source: the OMol25 dataset; level of theory: the ωB97M-V functional and the def2-TZVPD basis.

Computed properties:
Net charge = -1
Calculated total energy = -6777.233 eV
HOMO-LUMO gap = 6.384 eV
Spin multiplicity = 1
SMILES string = NCCC[O-]

Geometry (Å):
N (-0.63493, -2.04977, -0.48873)
C (0.26868, -0.91777, -0.37581)
C (-0.33836, 0.36761, 0.16104)
C (0.60169, 1.61938, 0.43092)
O (-0.14882, 2.61939, 0.89613)
H (-0.92362, -2.32756, 0.44922)
H (-1.52058, -1.67369, -0.82572)
H (0.62568, -0.62036, -1.37356)
H (1.27067, -1.16144, 0.03040)
H (-0.70629, 0.13513, 1.17721)
H (-1.15089, 0.76752, -0.44176)
H (1.58815, 1.40571, 0.93952)
H (1.06862, 1.83584, -0.57885)

=====

A 2-piece molecular cluster, C3H8NO overall at a distorted geometry. Source: the OMol25 dataset; level of theory: the ωB97M-V functional and the def2-TZVPD basis.

Computed properties:
Net charge = -1
Calculated total energy = -6776.536 eV
HOMO-LUMO gap = 6.100 eV
Spin multiplicity = 1

Geometry (Å):
C (-1.71926, 1.12605, -1.62928)
O (-1.10280, -0.24919, -1.66281)
H (-2.01212, 1.35500, -0.59372)
H (-2.78164, 0.97481, -2.04514)
H (-0.95513, 1.88033, -1.99423)
C (2.24490, -0.98598, 0.90786)
C (1.07644, -0.52693, 1.55235)
N (-0.02039, -0.25942, 0.93885)
H (2.25783, -1.32994, -0.12451)
H (3.21883, -0.64240, 1.22861)
H (1.26197, -0.47154, 2.70173)
H (-0.84816, -0.46109, 1.48823)
H (-0.62047, -0.40969, -0.76794)